No. 1
Here is a molecular structure, C31H43BrN7O3Pb in a non-equilibrium geometry from the OMol25 dataset. Energies are from ωB97M-V/def2-TZVPD.

Last column: Löwdin charge in e.
Atoms and positions in Å:
Pb1 0.41 -0.53 -0.25  1.6075
C1 -2.15 -4.89 0.13  0.0016
N1 -2.60 -3.88 1.06  -0.1253
C2 -3.58 -4.32 2.04  -0.0205
C3 -2.10 -2.63 0.98  -0.3714
O1 -1.16 -2.37 0.19  -0.1680
C4 -2.54 -1.59 2.00  -0.0825
O2 -1.85 -0.34 1.79  -0.2090
C5 -2.46 0.90 2.28  -0.0393
C6 -2.73 1.87 1.10  -0.3988
O3 -1.94 1.85 0.15  -0.0542
N2 -3.82 2.64 1.05  -0.1410
C7 -4.93 2.60 2.00  -0.0189
C8 -3.96 3.51 -0.10  -0.0136
H1 -2.82 -5.02 -0.75  0.1259
H2 -1.17 -4.61 -0.16  0.0566
H3 -2.09 -5.80 0.67  0.0873
H4 -3.51 -5.42 2.33  0.1283
H5 -3.49 -3.70 2.95  0.0930
H6 -4.60 -4.17 1.63  0.1126
H7 -3.64 -1.48 1.95  0.1542
H8 -2.22 -2.00 2.97  0.1493
H9 -3.27 0.71 2.99  0.1193
H10 -1.62 1.34 2.82  0.1324
H11 -5.23 3.63 2.27  0.1008
H12 -5.86 2.20 1.48  0.1206
H13 -4.71 2.09 2.96  0.0916
H14 -3.11 3.38 -0.75  0.0775
H15 -4.91 3.25 -0.63  0.1089
H16 -4.09 4.54 0.27  0.1089
Br1 -4.76 0.37 -6.44  0.9579
C9 -3.34 -0.21 -5.29  -0.5539
C10 -3.19 0.48 -4.03  -0.0373
C11 -2.07 0.16 -3.27  0.0282
C12 -1.02 -0.57 -3.83  -0.2384
C13 -1.23 -1.41 -4.92  0.0531
C14 -2.39 -1.19 -5.69  -0.0158
N3 0.18 -0.29 -3.21  0.0802
C15 1.33 -0.53 -3.76  -0.0134
C16 2.58 -0.35 -3.05  -0.2371
C17 3.75 -0.75 -3.75  0.0355
C18 4.93 -0.78 -3.06  -0.0136
C19 5.00 -0.25 -1.78  0.0247
C20 3.80 0.07 -1.14  -0.1027
N4 2.62 -0.04 -1.74  0.0167
H17 -3.99 1.19 -3.75  0.1257
H18 -1.83 0.55 -2.28  0.1052
H19 -0.55 -2.15 -5.22  0.1141
H20 -2.59 -1.71 -6.60  0.1209
H21 1.46 -0.97 -4.75  0.1433
H22 3.65 -0.97 -4.79  0.1244
H23 5.81 -1.19 -3.59  0.1480
H24 5.96 -0.18 -1.26  0.1349
H25 3.78 0.54 -0.12  0.1220
C21 3.73 -3.92 1.57  -0.0393
C22 2.66 -4.36 0.78  -0.0353
C23 1.76 -3.43 0.28  -0.1110
C24 1.86 -2.07 0.64  -0.2593
C25 2.93 -1.67 1.42  -0.1390
C26 3.89 -2.59 1.88  -0.0398
H26 4.56 -4.52 1.90  0.1238
H27 2.49 -5.40 0.54  0.1196
H28 1.00 -3.83 -0.35  0.0854
H29 3.09 -0.65 1.70  0.0602
H30 4.68 -2.23 2.54  0.1245
C27 2.64 1.97 3.90  -0.0229
N5 2.20 2.91 2.83  -0.1505
C28 1.78 4.23 3.28  -0.0425
C29 1.69 2.34 1.65  -0.4365
N6 1.33 1.09 1.48  0.0511
N7 1.60 3.21 0.63  -0.1565
C30 2.83 3.99 0.43  -0.0209
C31 0.94 2.84 -0.59  -0.0790
H31 3.36 2.56 4.49  0.1085
H32 3.10 1.14 3.47  0.0479
H33 1.74 1.61 4.48  0.1136
H34 2.65 4.84 3.54  0.1005
H35 1.11 4.12 4.13  0.0932
H36 1.21 4.75 2.49  0.1023
H37 1.22 0.54 2.34  0.0530
H38 3.04 4.69 1.27  0.0872
H39 2.77 4.60 -0.48  0.1022
H40 3.67 3.29 0.42  0.0935
H41 -0.09 2.64 -0.36  0.0466
H42 1.45 2.02 -1.09  0.0364
H43 0.99 3.73 -1.30  0.1263

Output
- Kohn-Sham gap (alpha / beta) (eV) = 4.0 / 5.3
- total charge = +3
- E_tot (Eh) = -4581.8956
- molecular weight (g mol⁻¹) = 848.84
- highest occupied orbital energy (alpha / beta) (eV) = -15.71 / -15.70



No. 2
Here is a molecular structure, C31H43IN9S3Zr from the OMol25 dataset. Energies are from ωB97M-V/def2-TZVPD.

Last column: Löwdin charge in e.
Atoms and positions in Å:
Zr1 -0.68 0.31 1.08  1.1798
S1 -2.85 -0.78 0.28  0.6391
C1 -2.48 -2.39 0.89  -0.7403
N1 -3.40 -3.37 0.55  0.1335
N2 -3.46 -4.51 1.05  0.1103
C2 -2.85 -5.18 2.16  -0.2040
C3 -2.57 -4.54 3.36  -0.0244
C4 -2.11 -5.31 4.41  -0.0411
C5 -1.91 -6.68 4.25  -0.0202
C6 -2.22 -7.30 3.05  -0.0286
C7 -2.72 -6.56 2.00  0.0105
N3 -1.34 -2.70 1.41  0.0751
N4 -0.46 -1.70 1.36  -0.2815
C8 0.80 -1.82 2.03  -0.3307
C9 1.96 -1.67 1.28  -0.0361
C10 3.19 -1.65 1.92  -0.0416
C11 3.25 -1.80 3.30  -0.0348
C12 2.09 -1.97 4.05  -0.0398
C13 0.85 -1.97 3.42  -0.0324
H1 -4.12 -5.10 0.54  0.1911
H2 -2.73 -3.48 3.49  0.1096
H3 -1.90 -4.85 5.36  0.1190
H4 -1.54 -7.27 5.08  0.1264
H5 -2.08 -8.37 2.94  0.1276
H6 -2.99 -7.03 1.06  0.1320
H7 1.89 -1.61 0.20  0.1250
H8 4.10 -1.54 1.34  0.1253
H9 4.21 -1.80 3.80  0.1250
H10 2.15 -2.11 5.12  0.1234
H11 -0.06 -2.10 3.99  0.1100
I1 4.73 3.03 -0.47  1.0135
C14 3.46 2.40 1.04  -0.7125
C15 3.82 2.48 2.38  -0.0770
C16 2.92 2.02 3.34  -0.0146
C17 1.71 1.51 2.93  -0.1471
N5 1.34 1.44 1.64  -0.0957
C18 2.22 1.88 0.72  -0.2315
H12 4.78 2.89 2.67  0.1212
H13 3.17 2.06 4.39  0.1302
H14 1.00 1.14 3.66  0.0649
H15 1.93 1.81 -0.32  0.0271
C19 -3.20 5.29 -1.66  -0.0913
C20 -2.21 5.63 -0.56  -0.2292
C21 -1.22 4.52 -0.18  -0.1786
C22 -1.85 3.26 0.39  -0.2181
N6 -2.53 2.39 -0.59  -0.0046
C23 -1.87 1.77 -1.61  -0.7573
S2 -0.29 1.13 -1.35  0.7002
N7 -2.48 1.62 -2.76  0.0736
C24 -2.02 0.87 -3.94  -0.1697
C25 -1.56 1.80 -5.05  -0.1785
C26 -2.61 2.83 -5.47  -0.2535
C27 -3.95 2.23 -5.87  -0.0947
H16 -3.69 6.19 -2.03  0.0900
H17 -4.01 4.64 -1.32  0.0625
H18 -2.71 4.82 -2.51  0.0640
H19 -2.74 5.95 0.34  0.1154
H20 -1.62 6.49 -0.87  0.1207
H21 -0.53 4.90 0.57  0.1261
H22 -0.61 4.25 -1.05  0.1163
H23 -2.59 3.49 1.15  0.1239
H24 -1.06 2.68 0.89  0.0339
H25 -3.45 2.72 -0.83  0.1270
H26 -3.35 2.13 -2.90  0.1568
H27 -2.86 0.25 -4.26  0.1299
H28 -1.22 0.21 -3.62  0.0896
H29 -1.31 1.17 -5.91  0.1298
H30 -0.64 2.30 -4.74  0.1167
H31 -2.20 3.40 -6.31  0.1193
H32 -2.75 3.57 -4.67  0.0852
H33 -3.83 1.48 -6.65  0.0894
H34 -4.62 3.00 -6.26  0.0837
H35 -4.47 1.75 -5.04  0.0619
S3 -1.69 0.69 3.42  0.6542
C28 -3.20 1.58 3.39  -0.7401
N8 -4.17 1.27 2.55  0.0286
C29 -5.50 1.89 2.60  -0.1291
C30 -5.79 2.34 4.03  -0.1390
C31 -4.66 3.22 4.52  -0.1209
N9 -3.37 2.54 4.29  0.0507
H36 -4.01 0.47 1.95  0.0214
H37 -6.23 1.15 2.26  0.1367
H38 -5.53 2.74 1.92  0.1274
H39 -5.90 1.46 4.67  0.1337
H40 -6.73 2.89 4.06  0.1360
H41 -4.74 3.40 5.59  0.1392
H42 -4.65 4.18 4.02  0.1330
H43 -2.60 2.73 4.91  0.1420

Output
- Kohn-Sham gap (eV) = 6.3
- total charge = +3
- E_tot (Eh) = -3238.4000
- molecular weight (g mol⁻¹) = 856.08
- highest occupied orbital energy (eV) = -15.73



No. 3
Here is a molecular structure, C31H43N6O8PPb from the OMol25 dataset. Energies are from ωB97M-V/def2-TZVPD.

Last column: Löwdin charge in e.
Atoms and positions in Å:
Pb1 0.69 -0.56 0.11  1.4999
C1 2.68 -1.28 -4.17  -0.0095
C2 1.92 -1.35 -2.88  -0.2528
N1 1.80 -0.37 -2.07  -0.0621
N2 2.42 0.82 -2.39  0.0745
C3 2.53 1.59 -1.33  -0.4668
O1 2.13 1.31 -0.14  -0.2614
C4 3.15 2.93 -1.54  -0.1520
C5 3.52 3.36 -2.82  -0.0212
C6 4.08 4.62 -2.99  -0.0610
C7 4.29 5.45 -1.90  -0.0718
C8 3.94 5.02 -0.63  -0.0836
C9 3.38 3.77 -0.45  -0.0528
C10 1.30 -2.65 -2.48  -0.2184
C11 1.25 -3.72 -3.36  0.0096
C12 0.72 -4.92 -2.93  -0.0244
C13 0.25 -5.03 -1.64  -0.0427
C14 0.31 -3.91 -0.83  -0.1438
N3 0.83 -2.75 -1.23  -0.0139
H1 3.24 -0.35 -4.22  0.0709
H2 3.37 -2.12 -4.26  0.0943
H3 1.99 -1.32 -5.02  0.1016
H4 3.36 2.71 -3.66  0.1092
H5 4.36 4.95 -3.98  0.1112
H6 4.74 6.43 -2.04  0.1099
H7 4.13 5.66 0.23  0.1040
H8 3.14 3.41 0.54  0.1021
H9 1.62 -3.61 -4.37  0.1164
H10 0.67 -5.77 -3.61  0.1239
H11 -0.16 -5.95 -1.26  0.1183
H12 -0.07 -3.93 0.19  0.1085
O2 4.69 -2.32 1.81  0.1733
C15 3.43 -1.96 1.59  -0.4360
O3 3.02 -1.57 0.53  0.0117
C16 2.57 -2.14 2.81  -0.1657
C17 2.95 -2.95 3.87  0.0462
C18 2.06 -3.08 4.93  0.0044
C19 0.87 -2.37 4.89  0.0319
C20 0.60 -1.56 3.80  -0.1566
N4 1.43 -1.46 2.77  0.1297
C21 -0.63 -0.68 3.66  -0.4545
O4 -1.61 -0.80 4.57  0.1517
O5 -0.72 0.12 2.78  0.0382
H13 5.19 -2.19 0.98  0.1601
H14 3.90 -3.47 3.86  0.1340
H15 2.29 -3.72 5.77  0.1303
H16 0.19 -2.46 5.73  0.1238
H17 -1.45 -1.52 5.20  0.1089
N5 -0.91 5.52 1.31  0.0590
C22 -0.29 5.02 0.02  -0.0851
C23 -0.46 3.51 -0.01  -0.1896
N6 0.07 2.84 1.16  -0.0503
C24 -0.40 3.39 2.41  -0.1932
C25 -0.24 4.90 2.51  -0.0888
H18 -1.90 5.25 1.32  0.1808
H19 -0.88 6.54 1.36  0.1845
H20 0.76 5.29 0.05  0.1264
H21 -0.78 5.53 -0.80  0.1394
H22 0.04 3.13 -0.90  0.1252
H23 -1.53 3.27 -0.10  0.1288
H24 1.06 2.67 1.08  0.0761
H25 0.14 2.93 3.24  0.1308
H26 -1.46 3.12 2.55  0.1301
H27 0.81 5.20 2.46  0.1369
H28 -0.70 5.32 3.40  0.1366
C26 -3.46 -4.31 -2.30  -0.0672
C27 -3.75 -3.77 -0.92  -0.2871
O6 -3.70 -2.33 -0.95  -0.3016
P1 -2.55 -1.57 -0.12  0.7351
O7 -2.84 -0.06 -0.63  -0.3258
C28 -2.54 0.24 -2.01  -0.3074
C29 -3.81 0.35 -2.82  -0.0621
O8 -3.09 -1.48 1.39  -0.3197
C30 -4.38 -0.92 1.74  -0.2613
C31 -4.92 -1.68 2.92  -0.0649
H29 -3.60 -5.39 -2.32  0.0859
H30 -2.44 -4.08 -2.61  0.0612
H31 -4.15 -3.87 -3.03  0.0847
H32 -3.04 -4.15 -0.19  0.0982
H33 -4.75 -4.05 -0.59  0.1233
H34 -1.88 -0.54 -2.42  0.1005
H35 -1.99 1.18 -2.01  0.1044
H36 -4.35 -0.60 -2.81  0.0729
H37 -3.57 0.59 -3.86  0.0861
H38 -4.45 1.13 -2.42  0.0848
H39 -5.04 -0.98 0.88  0.1145
H40 -4.21 0.13 1.97  0.1173
H41 -5.04 -2.73 2.67  0.0818
H42 -5.89 -1.28 3.20  0.0868
H43 -4.25 -1.59 3.77  0.0648

Output
- Kohn-Sham gap (eV) = 7.4
- total charge = +2
- E_tot (Eh) = -2671.3993
- molecular weight (g mol⁻¹) = 865.89
- highest occupied orbital energy (eV) = -12.54



No. 4
Here is a molecular structure, C31H43NiP2S2Sb from the OMol25 dataset. Energies are from ωB97M-V/def2-TZVPD.

Last column: Löwdin charge in e.
Atoms and positions in Å:
Ni1 0.34 2.10 1.76  -0.4624
C1 2.89 -0.08 0.94  -0.2236
P1 1.94 0.73 2.26  0.7823
C2 1.53 -0.64 3.38  -0.2516
C3 3.25 1.71 3.14  -0.3814
C4 2.59 2.90 3.84  -0.3791
P2 1.43 3.70 2.66  0.7369
C5 2.43 4.92 1.75  -0.2340
C6 0.38 4.73 3.72  -0.2467
H1 3.68 -0.70 1.37  0.0604
H2 3.33 0.67 0.29  0.0464
H3 2.23 -0.71 0.34  0.0150
H4 2.42 -1.20 3.68  0.0518
H5 0.83 -1.30 2.87  0.0210
H6 1.02 -0.24 4.26  0.0448
H7 3.92 2.06 2.35  0.0768
H8 3.84 1.09 3.81  0.0870
H9 3.33 3.61 4.23  0.0872
H10 1.98 2.56 4.68  0.0851
H11 2.88 5.65 2.43  0.0485
H12 1.78 5.42 1.04  0.0436
H13 3.22 4.41 1.19  0.0421
H14 0.98 5.39 4.36  0.0500
H15 -0.24 4.08 4.34  0.0508
H16 -0.27 5.32 3.09  0.0340
C7 -4.05 1.07 1.86  -0.1382
C8 -2.69 1.66 1.62  -0.7646
S1 -1.32 0.82 2.30  0.6476
C9 -2.52 2.82 0.95  -0.7531
C10 -3.67 3.60 0.36  -0.1336
S2 -0.92 3.48 0.71  0.6420
H17 -3.98 0.10 2.36  0.0478
H18 -4.61 0.94 0.93  0.0804
H19 -4.65 1.72 2.51  0.0780
H20 -4.04 3.13 -0.55  0.0796
H21 -3.36 4.61 0.11  0.0546
H22 -4.51 3.66 1.07  0.0707
C11 -1.76 -0.28 -4.46  -0.0799
C12 -2.04 -1.72 -4.08  -0.3148
C13 -2.61 -2.58 -5.00  -0.0567
C14 -2.85 -3.91 -4.69  -0.0900
C15 -2.51 -4.40 -3.44  -0.0913
C16 -1.94 -3.54 -2.50  -0.1295
C17 -1.70 -2.20 -2.81  -0.3405
Sb1 -0.83 -0.85 -1.37  1.5543
C18 1.09 -0.90 -2.37  -0.3460
C19 1.52 -2.07 -2.98  -0.1323
C20 2.73 -2.14 -3.65  -0.0860
C21 3.52 -1.00 -3.74  -0.0865
C22 3.10 0.18 -3.15  -0.0594
C23 1.89 0.26 -2.47  -0.3291
C24 1.45 1.58 -1.89  -0.0957
C25 -0.40 -2.37 0.09  -0.3460
C26 0.86 -2.96 0.21  -0.1424
C27 1.13 -3.88 1.22  -0.0973
C28 0.12 -4.23 2.11  -0.0923
C29 -1.14 -3.67 1.98  -0.0514
C30 -1.42 -2.75 0.97  -0.3321
C31 -2.81 -2.20 0.83  -0.0874
H23 -2.16 -0.06 -5.45  0.0758
H24 -0.69 -0.09 -4.48  0.0722
H25 -2.21 0.41 -3.75  0.0623
H26 -2.86 -2.21 -5.99  0.1063
H27 -3.29 -4.57 -5.43  0.0995
H28 -2.69 -5.43 -3.18  0.0998
H29 -1.67 -3.93 -1.53  0.0903
H30 0.90 -2.96 -2.93  0.0986
H31 3.05 -3.06 -4.12  0.1010
H32 4.47 -1.03 -4.27  0.1001
H33 3.71 1.07 -3.24  0.1054
H34 2.23 2.33 -2.01  0.0781
H35 1.21 1.52 -0.83  0.0134
H36 0.55 1.95 -2.38  0.0772
H37 1.65 -2.70 -0.48  0.0782
H38 2.11 -4.33 1.30  0.1004
H39 0.32 -4.95 2.90  0.1003
H40 -1.93 -3.95 2.67  0.1091
H41 -3.44 -2.51 1.66  0.0831
H42 -3.27 -2.54 -0.10  0.0768
H43 -2.79 -1.11 0.81  0.0081

Output
- Kohn-Sham gap (alpha / beta) (eV) = 6.8 / 6.8
- E_tot (Eh) = -4434.7480
- molecular weight (g mol⁻¹) = 722.22
- highest occupied orbital energy (alpha / beta) (eV) = -6.45 / -6.45



No. 5
Here is a molecular structure, C31H44BaBrClN8O2Sb in a non-equilibrium geometry from the OMol25 dataset. Energies are from ωB97M-V/def2-TZVPD.

Last column: Löwdin charge in e.
Atoms and positions in Å:
Ba1 0.22 -0.15 0.13  1.7707
C1 -2.90 -1.55 -4.06  -0.0224
C2 -3.83 -1.56 -2.90  -0.3313
C3 -5.12 -2.05 -3.06  -0.0207
C4 -5.98 -2.03 -1.98  -0.0502
C5 -5.51 -1.50 -0.79  -0.1337
C6 -4.21 -1.03 -0.70  -0.4344
N1 -3.39 -1.07 -1.73  0.0685
Sb1 -3.69 -0.27 1.28  1.5265
C7 -2.20 -1.77 1.91  -0.5033
C8 -2.69 -2.31 3.09  -0.1620
C9 -1.96 -3.27 3.77  -0.0396
C10 -0.76 -3.67 3.23  -0.0094
C11 -0.33 -3.10 2.03  -0.3337
C12 0.95 -3.55 1.42  -0.0356
N2 -1.05 -2.18 1.38  -0.0998
C13 -3.10 1.80 0.83  -0.5031
C14 -3.66 2.63 1.79  -0.1860
C15 -3.56 4.00 1.66  -0.0613
C16 -2.90 4.49 0.55  -0.0367
C17 -2.37 3.60 -0.37  -0.3411
C18 -1.70 4.15 -1.60  -0.0298
N3 -2.46 2.27 -0.23  0.0718
H1 -3.35 -2.01 -4.93  0.0824
H2 -1.98 -2.09 -3.83  0.0613
H3 -2.63 -0.52 -4.32  0.0815
H4 -5.43 -2.45 -4.01  0.1141
H5 -6.99 -2.40 -2.06  0.1136
H6 -6.16 -1.46 0.08  0.0801
H7 -3.62 -1.96 3.50  0.0662
H8 -2.32 -3.69 4.69  0.1164
H9 -0.15 -4.41 3.72  0.1176
H10 1.58 -4.03 2.18  0.0913
H11 1.52 -2.73 0.99  0.0281
H12 0.76 -4.30 0.65  0.0907
H13 -4.17 2.20 2.64  0.0764
H14 -3.99 4.66 2.39  0.1124
H15 -2.82 5.56 0.39  0.1102
H16 -1.77 5.23 -1.63  0.0822
H17 -2.17 3.75 -2.50  0.0920
H18 -0.65 3.87 -1.62  0.0613
N4 -0.73 0.89 -2.14  -0.1336
C19 0.03 0.90 -3.38  -0.2515
C20 1.55 0.86 -3.14  -0.2082
N5 1.97 -0.10 -2.15  -0.1532
C21 2.22 -1.46 -2.61  -0.2109
C22 0.96 -2.27 -2.88  -0.2476
N6 0.06 -2.30 -1.73  -0.0598
H19 -1.60 0.36 -2.23  0.0272
H20 -1.03 1.80 -1.84  0.0022
H21 -0.20 1.78 -4.00  0.1187
H22 -0.26 0.04 -3.97  0.0818
H23 1.88 1.85 -2.80  0.1091
H24 2.03 0.69 -4.12  0.1233
H25 2.80 0.24 -1.69  0.0959
H26 2.80 -1.96 -1.83  0.1156
H27 2.83 -1.47 -3.53  0.1242
H28 1.27 -3.29 -3.18  0.1235
H29 0.43 -1.85 -3.73  0.0922
H30 0.18 -3.14 -1.19  0.0577
H31 -0.91 -2.27 -2.01  0.0411
Br1 8.11 -3.67 3.00  0.7399
C23 6.71 -2.54 2.37  -0.6776
C24 6.80 -1.17 2.56  -0.1163
C25 5.79 -0.36 2.10  -0.0162
C26 4.67 -0.90 1.47  -0.1252
C27 4.60 -2.28 1.29  -0.0232
C28 5.61 -3.10 1.73  -0.1163
C29 3.58 0.02 0.97  -0.6139
O1 3.84 1.22 0.77  -0.0131
O2 2.44 -0.48 0.78  -0.3749
H32 7.66 -0.75 3.06  0.1028
H33 5.85 0.71 2.21  0.1160
H34 3.74 -2.70 0.79  0.0947
H35 5.57 -4.17 1.58  0.1015
N7 0.94 3.94 3.43  0.1714
C30 1.58 4.11 2.09  -0.1114
C31 0.98 2.95 1.28  -0.3891
N8 1.47 2.53 0.02  -0.0339
H36 1.11 4.71 4.08  0.1720
H37 1.28 3.06 3.85  0.1550
H38 -0.08 3.80 3.30  0.1338
H39 2.66 4.02 2.23  0.1373
H40 1.33 5.10 1.72  0.1307
H41 -0.10 3.09 1.24  0.0686
H42 1.11 2.10 1.95  0.0058
H43 2.42 2.14 0.12  0.0355
H44 1.49 3.26 -0.69  0.0795
Cl1 -0.85 1.00 2.89  -0.1625

Output
- Kohn-Sham gap (eV) = 8.1
- total charge = +1
- E_tot (Eh) = -5096.0949
- molecular weight (g mol⁻¹) = 935.19
- highest occupied orbital energy (eV) = -10.55